Entry 1:
73
Properties=species:S:1:pos:R:3:forces:R:3:lowdin_spin:R:1 method="wB97M-V/def2-TZVPD" total_charge=+2 spin_multiplicity=2 homo_ev="-14.0 / -13.8" total_energy_ha=-2603.196044 e_above_lowest_kcal_mol=0.0 s_squared=1.0553
Re 0.143918 0.549385 -0.290360 -1.37 0.81 1.56 1.22
S 1.562462 -0.382093 2.960296 -0.05 0.41 -0.03 0.00
F 1.591726 1.893536 -2.914441 -0.16 0.06 0.14 0.01
F -1.881590 2.147183 -6.004915 0.02 -0.01 0.06 0.00
F -3.554676 0.942444 -4.246894 0.03 0.01 0.02 0.00
F -1.161133 -1.674345 0.287380 0.43 -0.08 -0.16 0.02
F -2.831867 -3.567355 0.990664 0.01 -0.08 -0.02 0.01
F -4.249484 1.586899 1.767403 -0.06 0.28 0.04 -0.01
F -5.885274 -0.307442 2.441584 -0.01 -0.01 0.01 0.01
F -2.728910 0.232831 -1.844059 0.20 0.14 -0.12 0.00
F 0.692957 2.612206 -5.286441 0.01 -0.01 0.02 0.00
O 1.160776 -0.451711 1.464286 0.00 -0.19 -0.03 0.01
N 2.022052 -0.136297 -1.043482 0.12 -0.23 -0.07 0.01
N 0.431657 2.625590 0.406671 -0.04 -0.38 -0.10 0.00
N -1.648569 0.980283 0.548344 1.43 -0.53 -0.82 -0.20
N 1.117839 -1.256183 -1.130433 -0.36 0.13 -0.53 0.02
C 0.723565 2.644438 1.865684 -0.06 0.12 -0.10 0.00
C 0.948539 -1.409117 -3.635642 0.01 0.13 0.00 0.00
C -1.992406 2.406027 0.680329 -0.07 -0.07 0.00 -0.01
C -2.594160 0.051540 0.983239 -0.30 -0.05 0.18 0.00
C 0.254763 1.725823 -3.155146 0.21 0.05 0.00 0.01
C 1.217849 -2.166349 -2.345381 0.09 0.01 0.05 0.00
C -2.333787 -1.313847 0.821717 0.08 0.37 -0.06 -0.03
C 4.231463 -0.279751 3.652859 -0.06 0.00 -0.02 0.00
C -4.423797 -1.996099 1.738243 -0.13 -0.15 0.04 -0.05
C -2.305835 1.213876 -3.898523 -0.39 -0.10 0.02 0.00
C -1.843730 0.878033 -2.642687 -0.36 -0.26 0.29 0.01
C -3.199702 -2.305126 1.180624 -0.38 -0.25 0.16 0.00
C -0.156160 2.072915 -4.423488 0.30 0.14 -0.16 0.00
C -4.725465 -0.662909 1.913519 -0.16 -0.17 0.07 0.00
C -1.458525 1.825540 -4.796685 -0.16 0.11 -0.43 0.01
C 3.169834 -1.205338 3.060962 0.13 0.02 0.03 0.00
C 1.502174 3.408050 -0.265576 0.00 -0.05 0.11 0.01
C -0.875906 3.267578 0.146887 0.08 0.19 0.05 0.00
C -0.558178 1.139921 -2.195510 0.73 -0.05 0.16 -0.01
C 2.612747 -2.784312 -2.357547 0.05 -0.03 0.06 0.00
C 0.527795 -1.582650 3.789798 -0.21 -0.03 -0.06 0.00
C -0.869041 -1.019521 4.030481 0.01 0.00 -0.02 0.00
C -3.848048 0.341623 1.555679 0.32 0.09 -0.12 -0.04
C 0.150583 -3.224494 -2.111858 -0.10 -0.06 0.08 0.00
H -0.858355 -0.249935 4.804382 0.03 -0.05 -0.06 0.00
H 1.700084 2.204887 2.041414 0.05 0.00 -0.03 0.00
H -0.905914 4.249177 0.622242 -0.03 0.11 -0.01 0.00
H 2.460140 2.900267 -0.152414 -0.06 0.00 0.01 0.00
H 2.694197 -3.481857 -3.192783 -0.01 0.04 0.06 0.00
H 3.040574 -2.110556 3.654745 0.04 0.00 -0.05 0.00
H -1.290047 -0.590125 3.117224 0.05 -0.07 0.11 0.00
H 2.353791 0.147290 -1.958116 -0.08 0.09 -0.25 0.00
H 1.568640 4.393901 0.199875 0.00 -0.01 -0.01 0.00
H 4.368170 0.618371 3.046929 -0.02 -0.05 0.02 0.00
H -5.128283 -2.769354 2.024534 0.08 0.07 -0.02 0.00
H -2.208992 2.635191 1.720358 0.00 -0.03 0.13 -0.01
H -0.967967 3.401845 -0.924588 0.02 -0.01 -0.14 0.00
H 3.384700 -1.493742 2.031881 0.07 -0.05 0.00 0.00
H 0.533675 -2.473986 3.156556 -0.02 -0.02 0.07 0.00
H 1.043407 -2.110828 -4.466088 0.01 0.04 0.06 0.00
H 0.366969 -3.829402 -1.223236 -0.04 0.08 -0.10 0.00
H -0.060246 -0.996080 -3.652957 0.06 -0.04 -0.02 0.00
H 0.736117 3.676646 2.223502 -0.03 0.00 -0.02 0.00
H 1.278491 3.528744 -1.315837 -0.05 -0.03 -0.14 0.00
H 1.248237 -1.822653 -0.297264 0.15 -0.06 0.16 0.00
H 3.973100 0.028242 4.667863 0.00 -0.04 -0.08 0.00
H 0.118480 -3.895423 -2.970477 0.02 0.01 0.05 0.00
H 5.187026 -0.802550 3.700767 -0.06 0.00 -0.02 0.00
H 1.670402 -0.604277 -3.823794 -0.08 -0.11 0.03 0.00
H 1.043182 -1.802502 4.728264 -0.04 -0.02 -0.03 0.00
H -0.026375 2.082892 2.419451 0.01 0.00 -0.04 0.00
H 3.397375 -2.033105 -2.491239 -0.05 -0.05 0.00 0.00
H -1.535959 -1.817980 4.358430 0.05 0.04 0.00 0.00
H 2.804437 -0.301968 -0.425590 0.16 -0.09 0.15 0.00
H -0.834910 -2.767533 -1.998371 0.06 -0.04 -0.05 0.00
H 2.808248 -3.346819 -1.438172 0.00 0.05 -0.07 0.00
H -2.898850 2.612440 0.114932 -0.12 -0.01 -0.02 -0.01

=====

Entry 2:
64
Properties=species:S:1:pos:R:3:forces:R:3:nbo_charge:R:1 method="wB97M-V/def2-TZVPD" total_charge=+1 spin_multiplicity=1 homo_ev=-11.0 total_energy_ha=-1423.953382
F 3.119654 -0.437556 -2.879792 0.10 -0.01 0.03 -0.33
O 0.163538 -2.590898 -0.346971 -0.49 0.00 0.36 -0.50
O -1.113242 -2.962115 1.870909 0.05 0.13 -0.54 -0.48
O 0.868386 3.159649 0.695287 -0.04 0.37 -0.12 -0.66
N -3.202673 1.422227 -2.070825 -0.11 0.13 -0.20 -0.43
N 1.656968 1.283857 1.697690 0.24 0.15 0.09 -0.41
N -1.515414 2.134341 0.231691 0.25 0.38 0.02 -0.36
C 1.435698 -0.023021 2.283632 -0.27 -0.38 0.03 -0.43
C -3.743809 2.133988 -0.948146 0.17 -0.01 0.20 -0.23
C -0.770002 1.613689 1.419913 0.55 0.10 0.49 -0.13
C -0.951075 1.535646 -1.011105 0.24 -0.28 -0.96 -0.28
C 4.817518 -0.022337 0.820646 -0.06 0.14 0.06 -0.22
C 3.695834 0.724661 0.490585 0.13 -0.12 0.01 -0.03
C 0.835802 -2.654998 -1.586118 0.15 0.04 -0.28 -0.26
C -3.572273 0.021797 -2.251470 0.01 -0.02 0.04 -0.23
C -1.288610 2.204256 2.727538 -0.09 -0.10 -0.10 -0.63
C 5.378178 -0.894336 -0.099270 -0.03 -0.01 -0.06 -0.17
C -1.799350 -3.399362 3.022336 -0.15 -0.06 0.27 -0.25
C -1.819482 -2.348974 0.887363 0.23 0.01 0.07 0.25
C -2.974423 1.903670 0.367255 -0.94 -0.12 -0.11 -0.26
C -1.826643 1.793057 -2.249141 0.11 -0.02 0.25 -0.23
C -3.022836 -0.929680 -1.212807 -0.20 -0.22 0.09 -0.06
C -3.131822 -1.918193 0.986337 0.15 -0.09 0.18 -0.29
C 3.048334 1.663209 1.476403 0.19 0.30 -0.13 -0.24
C -1.737502 -1.457973 -1.360258 -0.07 -0.34 0.09 -0.34
C 4.818357 -1.049093 -1.355037 -0.09 0.03 -0.14 -0.28
C -3.722756 -1.204965 -0.051220 0.09 -0.12 -0.38 -0.24
C 3.699255 -0.300063 -1.668597 -0.07 0.08 0.20 0.40
C 3.133981 0.584027 -0.771764 0.07 -0.11 -0.15 -0.26
C 0.692139 2.079396 1.239717 -0.53 -0.22 -0.07 0.68
C -1.117935 -2.138136 -0.325000 0.24 -0.01 0.10 0.33
H -0.607660 1.945623 3.534792 0.06 -0.04 0.03 0.25
H 0.035864 1.966415 -1.178360 -0.10 0.00 0.19 0.25
H -4.780939 1.836901 -0.789167 -0.01 0.06 0.09 0.23
H 1.038965 -1.658863 -1.990427 0.00 -0.02 0.01 0.17
H -1.321156 3.290416 2.667568 0.00 0.11 0.00 0.23
H -4.663390 -0.015908 -2.251469 0.01 -0.06 -0.05 0.22
H 5.265126 0.083975 1.797180 0.04 0.02 0.13 0.22
H -4.742346 -0.866220 0.059081 -0.14 0.07 0.01 0.22
H 0.709390 0.021261 3.094177 0.00 -0.02 0.04 0.21
H -2.626781 -4.066348 2.766779 0.02 0.03 -0.01 0.19
H -1.401026 1.240825 -3.087668 0.10 0.04 0.01 0.23
H 3.578671 1.649192 2.431379 -0.02 0.01 -0.06 0.21
H 1.779042 -3.156616 -1.380126 -0.03 0.06 -0.06 0.21
H -2.177833 -2.556671 3.610875 0.00 -0.03 -0.03 0.17
H 2.275345 1.167999 -1.065216 -0.13 0.06 -0.07 0.21
H 3.046151 2.684599 1.086684 0.04 -0.15 0.14 0.26
H -3.706774 -2.123093 1.874624 -0.02 -0.05 0.14 0.23
H 2.378262 -0.374932 2.694964 -0.02 0.01 0.03 0.24
H -1.064286 -3.945982 3.609478 -0.09 0.03 0.00 0.21
H -1.796947 2.859348 -2.501465 0.10 -0.02 -0.04 0.21
H -0.864315 0.460519 -0.846124 0.05 0.33 0.17 0.25
H 1.105924 -0.755849 1.542650 0.01 -0.04 0.02 0.22
H -3.108840 0.864726 0.677221 0.16 0.26 0.09 0.24
H -3.370977 2.570259 1.132147 0.17 -0.03 0.05 0.23
H -1.305988 3.144347 0.190509 0.02 -0.19 0.06 0.46
H -1.223077 -1.323204 -2.299682 0.15 0.06 -0.09 0.23
H 6.255362 -1.462486 0.166690 0.09 -0.07 0.02 0.23
H 5.235050 -1.726008 -2.082771 0.04 -0.08 -0.10 0.24
H -0.866295 0.525654 1.411620 -0.08 0.09 -0.14 0.25
H -2.271958 1.824139 2.989909 -0.06 -0.01 0.01 0.23
H -3.733011 3.202296 -1.193964 -0.08 0.01 0.08 0.21
H 0.269323 -3.235815 -2.318172 -0.02 0.01 0.02 0.19
H -3.224393 -0.265934 -3.245819 -0.07 -0.04 -0.01 0.22